Record 1
DFT (ωB97M-V with the def2-TZVPD basis set) results for a 5-piece molecular cluster, C53H101BFN5O16S3 overall at a distorted geometry.

Atoms and positions in Å:
S  5.32  4.92  2.93
S  0.42  3.39  5.12
S  1.69  5.70  3.79
F  6.25  4.46  1.50
O  3.66  6.46  7.27
O  4.56  -2.82  1.93
O  6.52  5.17  3.84
O  2.14  1.18  1.68
O  2.28  7.13  4.09
O  4.76  6.34  2.53
O  9.28  2.58  0.49
O  7.32  1.08  0.99
O  -4.68  -0.27  -5.84
O  0.78  2.94  -2.36
O  0.37  2.91  1.88
O  2.04  5.06  2.31
O  6.23  9.01  6.27
O  0.13  5.96  3.82
O  4.99  7.08  5.46
O  -6.43  -7.21  -0.66
N  1.96  -0.11  8.44
N  -0.43  3.44  -2.87
N  -4.67  -1.20  -6.90
N  -7.50  -6.35  -0.97
N  4.41  -3.47  3.17
C  2.01  4.43  5.11
C  -4.29  -0.46  -8.15
C  -3.06  0.49  -7.94
C  -6.01  -1.89  -6.89
C  6.30  2.05  3.69
C  -8.26  -4.81  -2.80
C  3.39  4.02  0.65
C  3.10  -6.10  2.71
C  -8.03  -6.71  1.52
C  3.32  2.10  5.53
C  -0.15  2.59  -5.26
C  -0.82  0.98  -3.44
C  -2.43  2.67  -4.18
C  4.37  5.98  6.20
C  8.29  1.76  0.11
C  -0.06  4.03  -5.76
C  -5.89  -3.26  -7.61
C  2.83  3.85  2.23
C  -0.91  2.47  -3.91
C  2.11  -2.34  3.07
C  2.66  1.88  6.98
C  6.77  0.48  3.38
C  4.46  4.38  6.03
C  -7.04  -5.43  -2.07
C  2.67  -3.80  4.93
C  0.68  5.69  -2.31
C  -6.29  -6.20  -3.21
C  -7.02  -4.54  0.76
C  -9.41  -5.21  0.17
C  -6.11  -4.30  -1.56
C  -7.14  -1.04  -7.53
C  6.66  -4.49  2.54
C  2.93  -3.63  3.41
C  -3.79  -1.45  -9.24
C  -6.69  -3.56  -0.36
C  6.06  7.66  6.31
C  0.54  4.93  -4.70
C  7.11  6.83  7.24
C  -6.49  -2.29  -5.46
C  -0.17  4.85  -3.32
C  -7.94  -5.70  0.32
C  2.30  -4.80  2.62
C  4.55  -5.86  2.31
C  5.23  -4.73  3.12
C  -6.75  -0.41  -8.87
C  7.96  0.54  2.20
C  -5.46  0.38  -8.73
C  5.52  -5.24  4.56
C  -1.51  5.64  -3.37
C  4.03  3.65  3.36
C  4.85  2.24  2.98
C  1.60  0.63  7.13
C  3.43  3.66  4.93
B  1.83  2.58  1.97
H  -6.66  -1.18  -9.64
H  2.52  -1.45  3.56
H  1.45  0.30  9.25
H  8.22  6.79  6.81
H  -8.04  -1.65  -7.68
H  1.62  -0.07  6.20
H  -7.56  0.26  -9.20
H  -0.63  1.97  -6.03
H  2.66  -6.84  2.04
H  -5.33  -6.61  -2.89
H  6.36  -5.94  4.57
H  8.15  1.64  -1.07
H  3.04  -6.52  3.72
H  -7.39  -2.92  -5.51
H  -5.73  -2.86  -4.92
H  2.07  -2.14  1.99
H  8.40  -0.53  1.98
H  -2.98  2.82  -3.24
H  -5.95  -2.83  0.01
H  -6.85  -3.79  -7.60
H  -7.97  -4.41  -3.78
H  -2.21  -0.06  -7.53
H  -5.13  -4.71  -1.28
H  -3.29  1.33  -7.28
H  1.86  4.97  6.16
H  2.21  -4.53  1.56
H  3.52  1.67  7.78
H  6.33  2.17  4.85
H  -7.57  -2.98  -0.64
H  0.54  5.97  -5.07
H  2.74  1.42  4.75
H  1.06  -2.44  3.40
H  6.82  5.72  7.48
H  -7.49  -3.98  1.59
H  -1.35  0.84  -2.48
H  -8.50  -6.23  2.39
H  1.73  5.35  -2.26
H  5.89  -0.15  2.89
H  7.19  -3.70  3.08
H  4.39  1.58  5.62
H  0.72  6.75  -2.60
H  -2.87  1.79  -4.66
H  -10.08  -6.05  -0.05
H  -5.16  -3.90  -7.10
H  2.93  1.19  1.04
H  -1.98  5.66  -2.38
H  3.13  -4.68  5.37
H  -1.05  4.40  -6.06
H  5.56  3.94  5.83
H  -2.24  5.24  -4.07
H  1.28  -4.99  2.97
H  -2.74  0.93  -8.89
H  7.28  -5.40  2.62
H  7.17  2.72  3.21
H  -9.04  -5.55  -2.97
H  1.60  -3.89  5.14
H  5.12  2.21  1.81
H  1.60  4.66  -4.58
H  -6.77  -1.42  -4.84
H  -8.64  -7.59  1.26
H  3.03  -2.93  5.49
H  2.37  4.09  0.03
H  0.26  5.64  -1.30
H  4.28  3.98  7.14
H  -6.06  -5.53  -4.05
H  -7.43  -0.23  -6.85
H  -5.65  1.25  -8.09
H  -2.66  3.50  -4.85
H  -4.59  -1.95  -9.78
H  -7.05  -7.05  1.85
H  -5.92  -3.58  -2.36
H  -3.21  -0.93  -10.01
H  0.16  2.91  0.88
H  0.51  1.08  7.34
H  -1.28  0.30  -4.17
H  1.77  -1.13  8.31
H  0.21  0.64  -3.31
H  6.65  -4.23  1.47
H  8.81  1.20  2.66
H  4.25  1.26  3.15
H  -9.56  -4.46  -0.59
H  -8.69  -3.96  -2.28
H  -6.08  -4.94  1.16
H  0.56  4.06  -6.66
H  4.69  -5.80  5.00
H  -6.90  -7.02  -3.61
H  2.09  2.84  7.40
H  4.58  -5.62  1.23
H  -5.18  0.78  -9.71
H  3.92  5.03  0.45
H  0.87  2.20  -5.14
H  -9.76  -4.76  1.11
H  7.14  -0.07  4.36
H  -5.61  -3.20  -8.66
H  -3.13  -2.21  -8.80
H  5.78  -4.42  5.23
H  3.92  3.07  0.24
H  0.66  2.08  4.69
H  5.11  -6.80  2.42
H  -1.34  6.68  -3.67
H  7.22  7.38  8.30

As for the expectation value of S²: 6.02. The HOMO-LUMO gap is 8.2 eV. The total energy is -132686.3234 eV. As for the multiplicity: 5. The HOMO energy is -9.17 eV. The LUMO energy is -0.0347 hartree.

---

Record 2
DFT (ωB97M-V with the def2-TZVPD basis set) results for C51H40Br4ClN6O7S4SbTi as an isolated structure at a distorted geometry.

Atoms and positions in Å:
Sb  1.65  4.44  0.23
Br  0.52  3.65  -4.97
Br  -4.37  4.48  -0.54
Br  -2.09  5.77  -5.85
Br  -4.73  5.99  -3.62
Ti  0.11  2.09  -0.26
Cl  2.14  -3.87  2.78
S  0.93  -0.30  4.67
S  -5.79  -3.13  0.76
S  -2.75  0.87  4.20
S  0.54  3.51  4.82
O  0.16  2.75  -2.08
O  3.66  2.36  0.07
O  2.65  -3.68  -1.32
O  4.29  -4.73  -0.19
O  -1.80  3.01  -0.49
O  1.97  1.14  -0.61
O  -0.19  1.81  1.50
N  -4.60  -0.76  0.21
N  0.90  -4.23  -3.40
N  -1.59  -4.43  1.97
N  -1.12  -3.89  -4.35
N  -0.67  -0.03  -1.06
N  3.75  -3.66  -0.63
C  -1.63  -4.95  0.74
C  -1.56  3.83  3.38
C  -2.08  4.84  -4.16
C  3.19  1.27  -0.24
C  2.99  4.65  1.87
C  -1.38  5.07  4.10
C  -5.16  1.40  1.02
C  3.18  0.46  3.77
C  -0.43  -5.18  0.02
C  -4.38  0.56  0.27
C  4.25  -2.41  -0.24
C  -6.40  -0.58  1.63
C  5.48  -2.37  0.44
C  -6.22  0.80  1.71
C  5.99  -1.14  0.85
C  -0.91  3.38  -2.56
C  3.56  -1.23  -0.54
C  -0.61  -2.41  -2.42
C  -3.35  -0.74  4.03
C  -1.50  0.57  3.02
C  -0.44  -4.13  2.53
C  -3.13  4.94  -3.29
C  0.81  -4.93  0.63
C  -5.56  -1.44  0.91
C  -0.31  1.54  2.86
C  0.19  -6.48  -6.72
C  2.23  1.16  3.06
C  -1.56  -0.72  2.55
C  1.90  -5.72  -5.10
C  0.13  -1.02  -0.70
C  -0.31  -3.52  -3.36
C  5.30  0.06  0.58
C  0.87  -5.09  -4.44
C  -1.99  3.49  -1.65
C  4.11  0.03  -0.17
C  2.88  5.01  -1.40
C  -0.33  4.98  4.94
C  0.92  0.85  3.38
C  -0.57  2.90  3.62
C  1.47  -6.45  -6.18
C  -0.97  3.96  -3.82
C  0.17  -2.27  -1.30
C  0.76  -4.34  1.91
C  0.73  6.31  0.81
C  -0.79  -5.63  -6.12
C  -2.63  -1.48  3.13
C  -1.55  -1.43  -2.73
C  -3.07  4.32  -2.02
C  -0.42  -4.86  -5.03
C  -1.59  -0.31  -1.97
C  2.62  -0.39  4.68
H  1.45  7.08  1.08
H  0.24  6.77  -0.06
H  -2.30  0.53  -2.18
H  4.27  0.60  3.57
H  0.97  -3.03  -1.03
H  -3.45  0.92  -0.14
H  -1.75  -5.52  -6.50
H  0.09  5.70  5.63
H  -4.24  -1.02  4.47
H  3.37  5.99  -1.29
H  0.17  6.19  1.73
H  -2.16  -1.57  -3.58
H  2.43  1.93  2.35
H  -3.94  -1.34  -0.39
H  2.27  5.10  -2.37
H  -0.53  -3.63  3.49
H  -0.97  -1.16  1.78
H  3.63  4.27  -1.61
H  -7.29  -1.01  2.07
H  3.64  3.78  1.94
H  2.64  -1.23  -1.08
H  -2.63  -5.07  0.37
H  -2.86  -2.47  2.80
H  -0.08  -7.16  -7.47
H  3.13  -1.07  5.36
H  2.38  4.67  2.78
H  2.99  -5.59  -4.82
H  1.75  -5.12  0.15
H  1.62  -4.27  -2.71
H  5.73  1.03  0.94
H  3.51  5.60  1.80
H  -2.12  5.83  4.17
H  2.25  -7.05  -6.62
H  0.87  -0.81  0.13
H  -0.49  -5.46  -1.02
H  -6.90  1.44  2.17
H  6.96  -1.06  1.36
H  -4.86  2.46  1.14
H  -2.28  3.69  2.64
H  6.00  -3.27  0.75

As for the expectation value of S²: 2.02. The HOMO-LUMO gap (spin up / spin down) is 5.1 / 6.9 eV. As for the total charge: -2. The total energy is -442498.8558 eV. As for the multiplicity: 3. The relative energy (zero: lowest compared OMol25 entry of this formula, charge and spin) is 0.0 kJ/mol. The HOMO energy (spin up / spin down) is -1.73 / -3.49 eV. The LUMO energy (spin up / spin down) is 0.1240 / 0.1240 hartree.